Entry 1:
Molecular formula: C17H14HoN3OS3
Method: DFT, the ωB97M-V functional and the def2-TZVPD basis

```
39
C17H14HoN3OS3, DFT the ωB97M-V functional and the def2-TZVPD basis
C 5.02605 2.68470 1.21703
H -1.58131 -1.14933 0.84805
O 1.91500 2.92147 -0.58457
C -4.13890 -2.99004 -0.35182
H -6.11299 -3.05544 0.46867
C -5.12099 -2.63580 0.55851
H -4.37132 -3.68729 -1.14619
C 2.89952 1.00473 0.46453
H 2.19499 -1.24465 1.75724
Ho 0.28991 2.39690 -1.69703
C 4.00903 0.51988 1.17838
H 4.06045 -0.52537 1.43571
H 5.83876 3.33575 1.50819
C 3.96113 3.19917 0.51309
C -2.57434 -1.57060 0.77473
H -5.59255 -1.47564 2.29856
N -1.07093 4.13238 -1.93387
C 5.05898 1.33176 1.54627
C -3.55437 -1.21628 1.68681
C -4.83075 -1.74779 1.58260
S -1.70763 -1.80335 -2.71893
C -1.50716 5.22559 -2.10056
S -2.10583 6.68507 -2.31901
H -3.32126 -0.52116 2.48190
H 5.89856 0.91837 2.08444
C 1.83628 0.05085 0.08757
H -2.02720 -3.85393 -1.64917
C -0.54933 -0.57720 -2.24667
C 2.90106 2.37660 0.11516
S -0.33409 0.60033 -3.53384
C -1.80420 -2.86476 -1.24670
H 2.52186 -1.97450 0.18497
N 0.93024 0.35275 -0.79498
H 3.91590 4.24401 0.24167
N 0.00851 -0.66510 -1.08665
C 1.85023 -1.30798 0.72983
H -0.81444 -2.90160 -0.79638
H 0.85960 -1.74885 0.69686
C -2.85643 -2.46364 -0.25440
```

For the LUMO energy (alpha / beta), the calculation gives -0.84 / -0.75 eV. Its largest force on an atom is 0.0160 hartree/bohr. The calculation puts the HOMO energy (alpha / beta) at -8.65 / -8.66 eV. As for the charge: 0. As for the multiplicity: 5.


Entry 2:
Molecular formula: C8H16F5O2PS3
Method: DFT, the ωB97M-V functional and the def2-TZVPD basis

```
35
C8H16F5O2PS3, DFT the ωB97M-V functional and the def2-TZVPD basis
C 0.50268 -3.64785 4.05700
F 0.04484 1.42558 -2.56955
H 2.05038 -3.05515 2.67985
H -0.26906 6.14186 -4.70362
F -0.11246 1.18481 -0.45974
C -0.10278 3.41590 -1.23626
C 0.45562 -2.96340 0.36479
S -1.56797 3.92349 -2.25931
C 0.45513 -1.59184 2.54817
H -0.23226 -1.09115 3.23726
H 1.89353 -2.01849 4.07759
S -3.03431 2.75195 -5.00935
H 0.91136 -1.25598 -0.88747
H -0.93394 -1.42220 0.92322
C -0.36413 -2.21621 1.41673
H -0.23193 -3.40767 -0.35980
C 0.34958 1.92514 -1.40675
H -0.19869 -3.19309 4.75948
P -1.20702 3.61774 -4.40117
C 1.43903 -2.06402 -0.37779
H -3.76421 2.67649 -3.87420
H 0.99509 -3.79673 0.82305
S -1.30598 5.53237 -5.31442
O -1.68660 5.32992 -2.05147
H -1.10744 -2.89947 1.83668
H 2.17170 -1.62104 0.29837
H 1.15816 -4.31456 4.61927
F 0.89792 4.21953 -1.39695
C 1.31723 -2.57762 3.33547
F 1.65922 1.89878 -1.29683
O -2.70985 3.23427 -1.74535
H -0.06572 -4.26201 3.35702
F -0.49242 3.55977 0.00081
H 1.98801 -2.63481 -1.12839
H 1.09728 -0.80430 2.14365
```

As for the SMILES: O=S(=O)(P(S)S)C(F)(F)C(F)(F)F.CCCCCC. For the LUMO energy, the calculation gives -0.37 eV. Its largest force on an atom is 0.0536 hartree/bohr. The calculation puts the HOMO energy at -9.39 eV. As for the charge: 0.


Entry 3:
Molecular formula: C4H12O
Method: DFT, the ωB97M-V functional and the def2-TZVPD basis

```
17
C4H12O, DFT the ωB97M-V functional and the def2-TZVPD basis
C 0.24203 1.77494 -0.76877
C -0.64073 -1.63369 0.77751
O 1.60991 1.34000 -0.83120
H -0.37450 -1.98015 1.77333
H -0.03352 2.37324 -1.63186
H -0.10839 -0.74442 0.47219
C 0.16354 2.55322 0.54905
H 0.96377 2.18298 1.19357
H -0.09568 -2.40027 -1.18166
H 0.33922 3.62898 0.49121
H -0.41520 0.91248 -0.63677
C -0.32815 -2.79980 -0.19162
H 1.75969 0.78778 -1.61783
H -0.72418 2.41638 1.17196
H 0.52331 -3.42970 0.07374
H -1.71865 -1.50028 0.70645
H -1.16247 -3.48170 -0.34929
```

As for the SMILES: CCO.CC. For the LUMO energy, the calculation gives 0.92 eV. Its largest force on an atom is 0.0351 hartree/bohr. As for the energy above the lowest of the compared OMol25 structures with the same formula, charge and spin: 0.730 eV. The calculation puts the HOMO energy at -10.45 eV. As for the charge: 0.


Entry 4:
Molecular formula: C55H46Cl2FeGeN2O2PSe
Method: DFT, the ωB97M-V functional and the def2-TZVPD basis

```
111
C55H46Cl2FeGeN2O2PSe, DFT the ωB97M-V functional and the def2-TZVPD basis
C 1.15197 -1.39717 -4.31364
H -3.88434 -4.69643 3.81460
C 1.98645 -2.28682 -0.37930
H -6.47895 -0.36320 -1.06949
H -0.83908 4.26451 0.89273
C 2.02291 -4.41494 -1.49285
P 0.22437 -1.50779 1.57833
H 1.27889 3.29819 -1.26112
C 0.97658 -2.73741 -4.62752
H -4.42492 -2.66999 2.50760
C 0.90300 -2.70426 0.39680
H 8.09610 -1.27611 0.44315
C 0.37156 -3.97653 0.19956
C 3.44681 -0.63574 4.72329
C 2.11150 2.65072 -0.99659
C 6.46150 -0.10621 -0.26125
H 1.66084 -3.23288 -5.30577
H 1.97478 -0.83616 -4.74134
O 0.33897 1.32166 -0.15686
C -0.95763 -2.80997 -3.19672
H 0.40422 0.28956 -3.22410
H 2.39561 -1.29203 -0.23757
C 2.29397 0.13356 4.64046
H -2.80255 -0.13994 2.25181
C -2.37146 -2.10844 2.24742
C -4.89844 4.99531 -1.51600
H -1.52734 -5.23031 4.36005
C -7.18533 -0.00913 2.21797
Ge -2.51817 2.36859 0.77754
Cl 6.53539 3.12537 -2.60196
H -0.48505 -4.31252 0.76922
H -1.78564 -3.35994 -2.76591
H -3.07691 3.77562 -4.09342
C -4.34445 4.24640 -0.48898
C -4.78676 1.86023 4.34421
N -2.67059 -0.87610 1.55961
H 9.03371 1.94877 -2.23050
C -0.75037 -3.56079 3.26590
C 3.62735 0.91544 -4.63021
H -4.63956 2.14049 5.37994
C -3.08622 -4.06028 3.45353
C -0.07790 -3.43896 -4.06514
C 3.64555 -1.68158 3.83647
H 4.19342 -0.41453 5.47557
C -5.89162 1.15170 3.97038
C -0.79643 -1.46219 -2.89410
C 8.32027 1.35211 -1.67838
C 8.73079 0.28060 -0.90501
Cl 5.30519 -1.03683 0.63925
C 0.93441 -4.82588 -0.73948
N 4.64816 1.28685 -1.08890
C -1.04130 -2.44414 2.48122
C 2.69475 -1.96583 2.86701
H 4.00800 0.47801 -5.54537
C -1.31659 3.66935 1.67175
C 2.39704 1.55391 -4.62000
C 5.99633 0.96000 -1.04573
C -3.33180 3.32084 -0.74014
H -7.91446 -0.29327 2.96844
H -6.63730 0.85529 4.69937
H -3.55905 -0.94076 1.06860
H 0.51006 -5.81163 -0.88881
H -0.53707 3.19526 2.26813
H 0.28703 -3.80535 3.46473
H 9.77875 0.01530 -0.85983
H 0.45881 0.47433 3.59074
C -6.07633 0.77478 2.61644
H 2.86137 -2.77831 2.17047
C 2.54450 -3.14165 -1.31420
H -2.95655 2.78817 3.71867
H 4.08694 1.05322 -0.27249
H 5.32940 0.31026 -3.48188
H 2.87085 3.23083 -0.46788
C -3.39225 -2.93264 2.71018
C 1.60907 1.52448 -0.09786
C -5.11515 1.16647 1.64990
C 1.34707 -0.14471 3.67017
C 7.79998 -0.44202 -0.17844
H 2.45461 -5.07941 -2.23090
H -4.71961 4.37866 0.52212
C -7.32802 -0.41234 0.91928
C -1.76311 -4.36279 3.75750
C 1.54046 -1.19669 2.77829
C -2.88402 3.16783 -2.04756
C -4.44206 4.82996 -2.81710
H 0.96833 2.60455 -3.41538
C -5.29640 0.73357 0.31284
H 3.38487 -2.80371 -1.90808
H 1.80549 1.62786 -5.52421
C 4.37633 0.82359 -3.47139
C -3.43407 3.91434 -3.08021
C 2.66787 2.03670 -2.26050
C -6.36734 -0.04085 -0.04145
H -5.68734 5.70577 -1.30154
H -4.87366 5.41075 -3.62280
C 0.27057 -0.76054 -3.45591
C 1.93024 2.10334 -3.43696
C -3.96999 1.92401 2.04928
H 2.13996 0.95908 5.32408
H -4.57712 1.01778 -0.44611
H -2.10786 2.44465 -2.27109
H -1.89279 4.34489 2.30812
C 6.98216 1.69838 -1.72604
H -8.17607 -1.01787 0.62551
C -3.82593 2.23242 3.38054
Se -2.13779 -0.54246 -1.85509
Fe -1.17084 0.19833 0.18836
H -0.22074 -4.48688 -4.30132
H 4.54821 -2.27722 3.89246
O 2.39452 0.82459 0.54586
C 3.91447 1.38486 -2.27708
```

For the LUMO energy (alpha / beta), the calculation gives 0.27 / -1.15 eV. Its largest force on an atom is 0.0097 hartree/bohr. As for the energy above the lowest of the compared OMol25 structures with the same formula, charge and spin: 0.335 eV. The calculation puts the HOMO energy (alpha / beta) at -7.29 / -7.63 eV. As for the charge: 0. As for the multiplicity: 6.